{
  "formula": "C45H81IN3O9P",
  "method": "ωB97M-V/def2-TZVPD",
  "species": ["C", "O", "C", "C", "C", "C", "C", "C", "C", "C", "C", "C", "C", "C", "N", "C", "C", "I", "C", "C", "C", "C", "C", "N", "C", "P", "N", "O", "O", "H", "H", "H", "H", "H", "H", "H", "H", "H", "H", "H", "H", "H", "H", "H", "H", "H", "H", "H", "H", "H", "H", "H", "H", "H", "H", "H", "H", "H", "H", "H", "H", "H", "C", "C", "C", "O", "C", "H", "H", "H", "H", "H", "H", "H", "H", "C", "C", "C", "O", "C", "H", "H", "H", "H", "H", "H", "H", "H", "C", "C", "C", "O", "C", "H", "H", "H", "H", "H", "H", "H", "H", "C", "C", "C", "O", "C", "H", "H", "H", "H", "H", "H", "H", "H", "C", "C", "C", "O", "C", "H", "H", "H", "H", "H", "H", "H", "H", "C", "C", "C", "O", "C", "H", "H", "H", "H", "H", "H", "H", "H"],
  "coordinates": [[-0.669363, 0.247604, 1.666271], [-0.468315, -1.153758, 1.469305], [0.083610, -1.415085, 0.166560], [-1.067879, -1.255064, -0.936759], [-0.842559, -0.021050, -1.907360], [-1.978842, 1.096297, -1.814417], [-2.691750, 1.395120, -3.199518], [-2.157604, 2.671959, -3.955053], [-0.572682, 2.669106, -4.179651], [-0.248225, 1.490504, -5.178762], [1.294851, 1.167517, -5.351469], [2.098051, 1.182337, -3.965033], [3.184880, 2.331202, -3.943817], [3.270403, 3.069490, -2.549160], [2.263456, 3.954112, -2.295866], [2.479819, 4.556039, -1.066656], [1.474899, 5.600923, -0.625815], [-0.201906, 6.002784, -1.900635], [1.598189, 6.343270, 0.625797], [0.598247, 7.435936, 1.109890], [2.787870, 6.078522, 1.537922], [3.730422, 5.062550, 1.132579], [3.609673, 4.296282, -0.157615], [4.589628, 3.357905, -0.429381], [4.409832, 2.748123, -1.634546], [5.711711, 1.486013, -2.122172], [6.777451, 1.212034, -1.001591], [6.513996, 2.025640, -3.469069], [4.973073, 0.034266, -2.500025], [-0.633940, 0.436965, 2.773034], [-1.673926, 0.611809, 1.294595], [0.132446, 0.885885, 1.196411], [0.553299, -2.437768, 0.098619], [0.925229, -0.673426, 0.006989], [-1.002151, -2.192519, -1.569309], [-2.086657, -1.258009, -0.449416], [0.115897, 0.478355, -1.581202], [-0.815086, -0.367251, -2.973733], [-1.508815, 2.075082, -1.481262], [-2.729977, 0.852340, -1.002618], [-3.779621, 1.585676, -2.964605], [-2.648322, 0.473142, -3.854524], [-2.458082, 3.638314, -3.465731], [-2.636545, 2.661515, -4.983716], [-0.279785, 3.661759, -4.628155], [-0.096979, 2.575970, -3.169185], [-0.809112, 0.537673, -4.968999], [-0.616676, 1.834112, -6.197163], [1.784562, 1.840060, -6.116921], [1.359783, 0.127982, -5.792309], [1.423294, 1.158213, -3.075178], [2.670829, 0.203415, -3.960423], [4.181714, 2.003180, -4.332201], [2.825343, 3.134160, -4.659630], [1.129204, 8.391500, 1.403420], [-0.181626, 7.709378, 0.357120], [0.088203, 7.071355, 2.047106], [2.964525, 6.623459, 2.492139], [4.598024, 4.855619, 1.810024], [6.541815, 1.781167, -0.181350], [7.232416, 2.635977, -3.227164], [4.269156, -0.054009, -1.824019], [3.989018, -3.988234, -0.030691], [3.552458, -3.723657, 1.397759], [3.809995, -2.233472, 1.535529], [3.625016, -1.660901, 0.232923], [3.546896, -2.717593, -0.731321], [3.552625, -4.888481, -0.465159], [5.078296, -4.080841, -0.075119], [2.482022, -3.929016, 1.502645], [4.087847, -4.318771, 2.137722], [4.840724, -2.034708, 1.846643], [3.133636, -1.753943, 2.246544], [2.505046, -2.790189, -1.064399], [4.171836, -2.473893, -1.593365], [0.857767, -2.799014, 5.344889], [0.511653, -2.489248, 6.789146], [0.797119, -0.999772, 6.868645], [0.542285, -0.460059, 5.566087], [0.391234, -1.541829, 4.634932], [0.383863, -3.703989, 4.963327], [1.941346, -2.909161, 5.237842], [-0.552813, -2.675766, 6.963639], [1.082699, -3.071544, 7.513216], [1.847744, -0.808636, 7.112420], [0.171174, -0.490808, 7.605091], [-0.666416, -1.607360, 4.366612], [0.965628, -1.332350, 3.731441], [-6.323825, 1.914023, 1.539630], [-6.740885, 1.345175, 0.197862], [-5.967692, 2.223075, -0.769877], [-4.762692, 2.616742, -0.100171], [-4.871615, 2.274756, 1.289011], [-6.452279, 1.219895, 2.370924], [-6.901996, 2.817783, 1.755859], [-6.402629, 0.307997, 0.113598], [-7.817656, 1.367407, 0.025854], [-6.527271, 3.132019, -1.016910], [-5.718255, 1.705107, -1.698487], [-4.212773, 1.419821, 1.477520], [-4.535523, 3.114365, 1.900466], [-3.181492, -0.486745, 6.760861], [-4.669900, -0.632354, 7.014517], [-5.261590, -0.120886, 5.713117], [-4.315258, -0.424829, 4.681134], [-3.080099, -0.830654, 5.286483], [-2.563145, -1.127346, 7.391005], [-2.876287, 0.551103, 6.924540], [-4.921604, -1.688570, 7.149990], [-5.023348, -0.083281, 7.887967], [-5.395536, 0.966190, 5.737220], [-6.221939, -0.584399, 5.477743], [-2.972377, -1.911252, 5.137163], [-2.247099, -0.326713, 4.794845], [5.306818, -8.760076, 1.341669], [6.728079, -8.374419, 1.701335], [6.607425, -6.873276, 1.890166], [5.276000, -6.620118, 2.359597], [4.496168, -7.813598, 2.208008], [5.075669, -9.809544, 1.526639], [5.121634, -8.550271, 0.283861], [7.013649, -8.848272, 2.645217], [7.463661, -8.650761, 0.945375], [6.736190, -6.341506, 0.941225], [7.329470, -6.481421, 2.609004], [4.328486, -8.234011, 3.205498], [3.528210, -7.565742, 1.767733], [-5.916295, 1.586422, -7.288048], [-5.539338, 0.128966, -7.109391], [-4.555547, 0.198893, -5.955383], [-4.948997, 1.311623, -5.142339], [-5.921910, 2.086422, -5.854927], [-6.870541, 1.735125, -7.794521], [-5.140593, 2.103000, -7.861410], [-6.420523, -0.448982, -6.815037], [-5.115119, -0.328672, -8.003709], [-3.536229, 0.386760, -6.312203], [-4.550586, -0.711402, -5.352291], [-6.895686, 1.921150, -5.380828], [-5.673397, 3.146858, -5.778701]],
  "forces_ev_per_angstrom": [[-0.3, 0.6, 0.6], [0.8, 0.3, -0.5], [-0.6, 0.6, -0.5], [1.0, -0.7, -0.7], [-0.8, 0.6, 0.8], [0.4, 0.5, -0.1], [-0.6, 0.3, 0.9], [0.6, -0.3, -0.8], [-1.5, -0.5, -0.2], [0.7, 0.7, -0.8], [-0.4, -0.5, 0.4], [1.0, -1.1, -1.2], [-0.9, 1.3, 0.4], [0.1, -0.6, -0.7], [3.4, -1.2, 2.0], [-1.2, 1.7, 1.1], [1.3, 0.5, 2.2], [0.8, -0.4, 0.5], [1.1, -0.9, -0.8], [0.2, -0.1, 0.2], [0.4, -2.4, -2.9], [-1.6, 1.3, -0.2], [-0.4, 0.8, 0.9], [-1.8, 0.0, -2.4], [-1.3, 1.0, 0.0], [2.1, -0.8, 1.5], [-1.2, 1.1, -0.2], [-1.8, -0.9, 0.3], [0.1, 2.5, -0.5], [-0.1, -0.2, -1.0], [1.0, -0.5, 0.2], [-0.6, -0.7, 0.3], [-0.8, 0.9, 0.6], [-0.8, -0.8, -0.1], [-0.3, 0.9, 0.7], [1.2, 0.1, -0.4], [-0.8, -0.7, -0.7], [0.4, 0.3, 1.0], [-0.5, -1.1, -0.2], [0.7, 0.1, -1.0], [1.1, -0.3, -0.5], [-0.1, 1.1, 0.6], [0.2, -1.0, -0.2], [0.4, 0.1, 1.1], [-0.1, -1.0, 0.5], [-0.2, 0.1, -1.0], [0.6, 1.1, 0.1], [0.3, -0.4, 1.1], [-0.5, -0.5, 1.0], [0.0, 1.1, 0.4], [0.6, 0.3, -0.9], [-0.6, 1.1, 0.3], [-0.9, 0.1, 0.5], [0.4, -0.8, 0.8], [-0.3, -1.1, -0.4], [0.8, -0.4, 0.6], [0.4, 0.3, -1.0], [-0.4, -0.4, -1.0], [-0.9, 0.0, -1.0], [0.3, -0.3, -0.1], [-0.3, -0.5, 0.3], [0.4, -0.2, -0.2], [0.3, -0.1, -0.1], [-0.3, -0.1, 0.2], [0.2, 0.2, 0.1], [0.0, -0.2, -0.1], [-0.2, 0.1, -0.2], [0.0, 0.1, 0.0], [-0.1, 0.0, 0.0], [0.0, 0.0, 0.0], [0.0, 0.0, -0.1], [0.0, 0.0, 0.1], [0.0, 0.1, -0.1], [0.0, -0.1, -0.1], [0.0, 0.1, 0.0], [0.3, -0.1, -0.1], [-0.2, -0.1, 0.2], [0.2, 0.2, 0.0], [0.0, -0.3, 0.1], [-0.1, 0.1, -0.1], [0.0, 0.1, 0.0], [-0.1, 0.0, 0.0], [0.0, 0.0, 0.0], [0.0, 0.1, 0.0], [0.0, 0.0, 0.1], [0.0, 0.1, -0.1], [0.1, -0.1, -0.2], [-0.1, 0.1, 0.0], [-0.2, 0.2, 0.2], [0.0, -0.3, -0.1], [0.1, 0.2, -0.1], [-0.3, -0.1, 0.1], [0.3, -0.1, -0.1], [0.1, 0.0, 0.0], [0.0, 0.0, 0.0], [0.0, 0.0, 0.0], [0.0, 0.0, 0.0], [-0.1, 0.0, -0.1], [0.1, 0.1, 0.0], [0.0, 0.0, 0.1], [0.1, 0.0, -0.1], [0.2, 0.3, 0.1], [-0.2, -0.3, 0.2], [0.0, 0.2, -0.2], [0.0, 0.0, 0.3], [0.0, -0.2, -0.2], [0.0, 0.0, 0.0], [0.0, -0.1, 0.0], [0.0, 0.1, 0.0], [0.0, 0.0, -0.1], [-0.1, 0.0, 0.1], [0.1, 0.0, -0.1], [0.1, 0.0, 0.0], [-0.1, 0.0, 0.0], [-0.2, -0.1, -0.3], [0.2, -0.2, 0.2], [0.0, 0.3, -0.1], [0.1, -0.3, -0.1], [-0.1, 0.1, 0.3], [0.0, 0.1, 0.0], [0.0, 0.0, 0.0], [0.0, 0.0, -0.1], [0.0, 0.0, 0.0], [0.1, 0.0, 0.0], [-0.1, 0.1, 0.0], [-0.1, -0.1, 0.0], [0.0, 0.1, 0.0], [0.1, 0.2, -0.2], [-0.2, -0.3, 0.0], [0.3, 0.1, 0.1], [-0.3, -0.1, -0.4], [-0.1, 0.0, 0.3], [0.0, 0.0, 0.0], [-0.1, 0.0, 0.0], [0.1, 0.0, 0.0], [0.0, 0.0, 0.1], [0.0, -0.1, 0.0], [0.0, 0.1, 0.1], [0.0, 0.1, -0.1], [0.1, -0.1, 0.1]],
  "multiplicity": 1,
  "homo_ev": -8.44,
  "smiles": "COCCCCCCCCCCCc1nc2c(I)c(C)ccc2nc1P(=N)(O)O.C1CCOC1.C1CCOC1.C1CCOC1.C1CCOC1.C1CCOC1.C1CCOC1",
  "e_lumo_ev": -0.8,
  "homo_lumo_gap_ev": 7.67
}